C6H11N3O | ωB97M-V/def2-TZVPD

Structure (XYZ):
```
21
C6H11N3O | OMol25 | ωB97M-V/def2-TZVPD
H -0.003 -3.256 -0.826
N -0.553 -2.872 -1.591
C -1.039 -1.722 -1.284
O -1.610 -1.138 -2.331
C -0.701 -0.792 -0.135
N -1.897 -0.242 0.476
C 0.228 0.363 -0.605
N 1.401 -0.062 -1.356
C 0.639 1.168 0.557
C 1.000 1.807 1.520
C 1.439 2.575 2.685
H -1.201 -1.807 -3.082
H -0.158 -1.385 0.616
H -2.489 0.208 -0.218
H -2.444 -0.962 0.937
H -0.369 1.005 -1.274
H 1.948 -0.740 -0.832
H 1.139 -0.483 -2.242
H 1.277 3.651 2.530
H 0.883 2.270 3.582
H 2.510 2.414 2.874
```

Computed properties:
* calculated total energy: -12915.958 eV
* SMILES: [H]/N=C(/O)[C@H](N)[C@H](N)C#CC
* max |F|: 3.704 eV/A
* M: 141.17 g/mol
* orbital gap: 9.89 eV
* energy above the lowest of the compared OMol25 structures with the same formula, charge and spin: 3.0871 eV